(1)
Formula: C15H32F6FeN10O6PS3
Source: the Open Molecules 2025 dataset
Level of theory: ωB97M-V/def2-TZVPD

XYZ file:
```
74
Properties=species:S:1:pos:R:3:forces:R:3
Fe -0.7276 -0.1381 0.8056 0.4 -0.2 0.2
S -1.6041 1.8442 -1.0229 -0.2 0.0 -0.2
S -2.6116 -2.7612 -0.4327 0.1 0.2 0.1
S -4.1767 -0.6896 0.5196 0.2 0.2 -0.2
P 1.6597 1.9506 -2.2974 0.1 0.2 -0.1
F -5.4038 -0.8606 2.7887 0.0 0.0 0.1
F -0.9626 -3.6523 -2.2118 0.0 -0.1 0.0
F -2.9913 -3.4147 -2.9361 0.0 0.0 0.0
F -5.7756 -2.5404 1.4672 0.0 0.0 0.0
F -3.8793 -2.3744 2.4995 0.1 0.0 0.0
F -1.7247 -1.6810 -2.6626 0.0 0.1 0.0
O -3.0430 -0.0129 1.1423 -0.3 -0.1 -0.1
O -1.4582 -2.2384 0.2971 -0.1 0.0 -0.1
O -3.0639 -4.0592 -0.0628 0.0 0.0 0.0
O 0.7327 -0.3629 -0.6153 -0.3 -0.2 0.2
O 1.8883 -1.9200 -1.7294 0.2 -0.1 -0.1
O -5.2624 0.1218 0.0725 0.0 0.0 0.0
N -3.6065 0.9075 -2.5807 -0.1 -0.1 0.1
N 0.2622 1.7574 1.4064 -0.3 0.0 0.0
N -4.1595 2.6316 -1.3759 0.0 0.0 0.0
N -3.7495 -1.6799 -0.6182 -0.1 -0.2 0.2
N 3.6192 0.4558 -3.6591 0.0 0.0 0.0
N -1.2331 -0.4625 3.0607 -0.1 0.2 -0.1
N 2.8738 2.4663 -4.7962 0.0 0.0 0.0
N 1.4133 0.5338 -4.6922 0.0 0.0 0.0
N 0.8634 -1.7879 1.6098 0.1 -0.1 -0.1
N 1.6579 -2.1191 0.4991 0.0 0.0 0.1
C 0.5620 2.1654 2.7893 0.1 0.0 0.0
C 4.0062 1.6541 -4.5208 0.0 0.0 0.0
C 3.1997 0.9097 -2.2900 0.0 -0.1 0.1
C 1.8590 1.6697 -5.4851 0.0 0.0 0.0
C 2.3290 3.1240 -3.5944 0.0 0.0 0.0
C -3.1780 1.7799 -1.6649 0.2 0.1 0.1
C -2.0424 -2.8888 -2.1800 0.0 0.0 0.0
C -5.4342 2.2628 -1.9907 0.0 0.0 0.0
C -0.5827 1.8290 3.7344 0.0 0.0 0.0
C 2.4928 -0.3261 -4.3676 0.0 -0.1 0.0
C 1.3941 -1.4622 -0.6988 0.1 0.2 0.0
C -5.0409 1.0366 -2.8451 0.0 0.0 0.0
C -4.8649 -1.6937 1.9071 0.0 0.0 -0.1
C -0.6405 0.3605 4.1301 0.1 -0.1 0.0
C 0.6609 0.9468 -3.5024 0.0 0.0 0.1
H -1.1949 0.2466 5.0653 0.0 0.0 0.0
H 2.1879 -1.1056 -3.6674 0.0 0.0 0.0
H -1.2088 -1.4429 3.3220 0.0 0.0 0.0
H -6.1625 2.0032 -1.2249 0.0 0.0 0.0
H -0.3927 2.4169 0.9906 0.1 0.1 0.0
H -1.5314 2.1141 3.2654 0.0 0.0 0.1
H -5.8203 3.0806 -2.5969 0.0 0.0 0.0
H 1.0035 2.3042 -5.7103 0.0 0.0 0.0
H 4.0160 1.5143 -1.8885 0.0 0.0 0.0
H -4.0593 3.3067 -0.6395 0.0 0.0 0.0
H 1.0904 1.7886 0.8184 0.0 0.0 0.0
H -0.1818 1.5643 -3.8133 -0.1 0.0 0.0
H 1.9816 -3.0723 0.4086 -0.1 0.1 0.0
H 2.2820 1.3032 -6.4230 0.0 0.0 0.0
H -0.4910 2.4362 4.6356 0.0 0.0 0.0
H 0.2679 0.0765 -2.9830 0.0 0.0 0.0
H 0.3726 -0.0067 4.3133 0.0 0.0 0.0
H 0.7779 3.2360 2.8387 0.0 0.0 0.0
H -5.5673 0.1373 -2.5309 0.0 0.0 0.0
H 4.4150 -0.1755 -3.5665 0.0 0.0 0.0
H -2.2182 -0.2377 2.9692 0.0 0.0 0.2
H 2.9526 -0.7449 -5.2643 0.0 0.0 0.0
H 3.1083 3.7496 -3.1530 0.0 0.0 0.0
H 1.4662 1.6409 3.1053 0.0 0.0 0.0
H 4.7734 2.2055 -3.9768 0.0 0.0 0.0
H -3.1106 0.0433 -2.7140 0.1 0.0 -0.1
H 1.5283 3.7939 -3.9117 0.0 0.0 0.0
H 1.4518 -1.6033 2.4160 0.0 0.0 -0.1
H -5.2150 1.2041 -3.9067 0.0 0.0 0.0
H 4.4210 1.2490 -5.4449 0.0 0.0 0.0
H 3.0680 0.0201 -1.6777 0.0 0.0 -0.1
H 0.2202 -2.5464 1.8195 0.0 0.0 0.0
```
Positions in Å, forces in eV/Å.

The total energy is -4988.4950 hartree. Its HOMO energy (alpha / beta) is -0.400 / -0.399 hartree. Its multiplicity is 5. The energy relative to the best compared isomer or geometry (same formula, charge and spin) comes out at 0.0000 eV. The molecular weight comes out at 745.49 g/mol. The HOMO-LUMO gap (alpha / beta) is 0.325 / 0.324 Eh. As for the net charge: +1. The value obtained for the LUMO energy (alpha / beta) is -2.05 / -2.05 eV. Its expectation value of S² is 6.007.

=====

(2)
Formula: C28H41BrGeN4O8S4Si3Y
Source: the Open Molecules 2025 dataset
Level of theory: ωB97M-V/def2-TZVPD

XYZ file:
```
91
Properties=species:S:1:pos:R:3:forces:R:3
Y -17.3173 13.3836 -6.0897 2.3 0.1 -1.2
Br -11.7581 17.6895 -8.5681 0.1 -0.1 -0.1
Ge -20.1116 13.4885 -8.0237 0.7 0.7 0.7
S -14.6779 12.3925 -6.4273 1.2 0.3 -0.7
S -15.8617 8.3665 -6.0843 0.1 -0.6 -0.2
S -17.1493 10.7617 -5.1237 -0.1 -0.2 0.3
S -13.7345 9.7682 -7.5475 0.2 0.3 -0.2
Si -21.3608 15.1575 -9.3079 1.1 0.1 0.1
Si -21.2823 11.6095 -7.2028 0.4 0.0 -0.2
Si -20.4158 13.9934 -1.2778 -0.1 0.0 -1.4
O -18.8974 13.1529 -1.5326 0.7 -0.4 0.5
O -16.2714 15.2544 -7.5842 -0.4 -0.3 0.5
O -14.0464 7.1461 -7.5681 -0.4 1.1 0.3
O -16.7430 13.4898 -1.6204 -0.7 0.1 0.5
O -17.5289 12.4557 -8.3313 -0.8 0.1 -0.6
O -19.0965 13.6099 -5.3567 -2.4 0.1 0.8
O -17.9682 14.4882 -0.0883 1.0 -0.8 -1.0
O -15.6917 14.8652 -5.0428 -0.1 0.2 0.0
N -17.7770 13.7353 -1.0500 -0.6 0.8 0.4
N -19.1486 14.4328 -6.6008 -0.9 -0.4 -1.2
N -11.8309 15.1656 -3.4773 0.1 0.5 -0.1
N -14.0178 15.0774 -3.0663 0.1 -0.6 0.2
C -23.0050 12.0383 -6.7849 -1.2 -0.3 0.7
C -14.8542 10.7530 -6.6514 0.2 0.4 0.2
C -16.6506 15.4967 -8.9465 -0.2 0.0 0.7
C -14.7199 15.4040 -5.8290 -0.4 0.1 0.0
C -15.0621 15.6787 -7.1491 0.8 0.0 -1.3
C -12.5171 16.3024 -6.2227 -0.9 -0.6 0.4
C -21.3675 16.4716 -8.0003 -0.4 0.8 -0.3
C -12.8122 14.3019 0.3867 0.0 -0.3 -0.9
C -18.5683 12.5780 -9.0220 0.9 0.1 0.9
C -21.6142 12.6144 -1.4222 0.4 -1.5 -0.2
C -20.4540 10.7340 -5.7981 0.0 0.1 -0.6
C -10.9684 14.7246 -1.1290 0.8 0.1 -0.5
C -20.7286 14.9215 0.2465 -0.4 0.8 0.9
C -15.8741 10.0894 -5.9882 -0.9 -0.6 0.3
C -14.1254 16.2474 -8.0031 -0.4 0.2 0.6
C -21.2626 10.3617 -8.5441 0.0 -0.4 -1.5
C -20.4740 15.8016 -10.8529 0.6 1.0 0.3
C -12.9019 16.6305 -7.4933 0.4 0.1 0.0
C -18.5101 12.0176 -10.4129 0.3 0.2 0.0
C -13.4384 15.6475 -5.3742 0.8 0.2 0.3
C -14.4633 8.2118 -7.1677 0.3 -1.2 0.0
C -20.2830 15.1132 -2.7048 0.9 1.3 -0.3
C -11.9262 14.9415 -2.0970 -1.3 -0.4 -1.6
C -11.4426 14.4152 0.1107 -0.5 0.2 0.6
C -13.7765 14.4372 -0.6031 0.6 0.0 -0.5
C -13.1027 15.2692 -3.9787 0.5 0.4 -0.3
C -13.3243 14.7928 -1.8921 0.5 0.4 1.0
C -23.0570 14.6983 -9.8330 -0.3 -1.6 0.6
H -21.8264 15.1605 0.2870 0.9 -0.3 0.0
H -20.4546 14.2769 1.0857 -0.2 0.2 0.2
H -22.1523 12.5489 -2.3690 -0.1 0.4 0.1
H -14.8038 14.1638 -0.4541 -0.3 0.3 0.2
H -19.4205 16.1157 -10.5913 -1.0 -0.4 -0.4
H -23.5412 11.0799 -6.5227 0.3 1.0 -0.2
H -22.3696 16.9464 -7.9137 0.7 -0.3 0.2
H -10.7634 14.2455 0.9184 0.4 -0.1 0.3
H -16.4886 16.5426 -9.1792 -0.3 0.3 0.0
H -20.1596 15.8707 0.3235 -0.3 -0.7 -0.1
H -22.9867 13.8565 -10.5148 0.0 0.0 -0.6
H -10.9834 15.2694 -4.0224 -0.3 0.0 0.3
H -16.0429 14.9036 -9.6092 0.2 -0.4 -0.3
H -19.3261 12.3606 -11.0617 0.3 0.0 0.2
H -17.7056 15.2056 -8.9765 0.3 0.2 -0.2
H -22.3130 12.6899 -0.5935 -0.2 -0.2 0.0
H -20.4570 15.1150 -11.6999 0.1 0.0 0.1
H -9.8944 14.7732 -1.3436 -0.5 0.0 0.1
H -19.6827 15.9965 -2.3019 -0.4 -1.0 -0.8
H -19.8247 14.6557 -3.6029 0.1 0.2 0.5
H -22.9308 12.6666 -5.8949 -0.2 -0.1 0.3
H -21.8588 10.5761 -9.4438 0.4 0.4 0.1
H -11.5410 16.5507 -5.8939 0.7 0.2 0.4
H -23.6009 12.6209 -7.4863 0.1 -0.2 -0.2
H -14.3284 16.4558 -9.0285 -0.3 0.1 -0.4
H -19.7952 11.3650 -5.2635 0.5 0.7 0.7
H -18.6268 10.9401 -10.2789 0.1 -0.1 -0.2
H -15.3148 14.8644 -4.1178 -0.1 -0.2 0.6
H -13.0631 13.9641 1.3674 -0.4 0.0 0.5
H -21.0759 11.6336 -1.3768 -0.4 0.7 0.3
H -19.8365 9.9890 -6.2671 0.3 -0.6 -0.1
H -23.6944 14.2635 -9.0486 0.1 0.6 0.1
H -21.7524 9.4830 -8.1770 -0.2 -0.8 0.5
H -21.1143 10.2611 -5.1035 -0.6 -0.4 0.4
H -20.9854 16.7401 -11.1909 0.3 -0.7 0.2
H -20.6174 17.2463 -8.2087 -0.2 -0.1 -0.1
H -21.2039 15.5379 -3.0672 -0.6 0.2 0.1
H -20.2488 10.0541 -8.8471 -0.3 0.1 0.1
H -17.4946 12.2335 -10.8209 -0.8 -0.3 0.1
H -23.5304 15.5282 -10.3102 -0.5 0.5 -0.3
H -21.0236 15.9975 -7.0919 -0.2 0.1 0.6
```
Positions in Å, forces in eV/Å.

The total energy is -9063.0294 hartree. Its HOMO energy (alpha / beta) is -0.263 / -0.266 hartree. Its multiplicity is 2. The energy relative to the best compared isomer or geometry (same formula, charge and spin) comes out at 3.7651 eV. The molecular weight comes out at 1015.60 g/mol. The HOMO-LUMO gap (alpha / beta) is 0.258 / 0.203 Eh. As for the net charge: 0. The value obtained for the LUMO energy (alpha / beta) is -0.14 / -1.70 eV. Its expectation value of S² is 0.760.